Formula: C40H42N6O6S2SeW
Source: OMol25
Level of theory: ωB97M-V/def2-TZVPD

Properties
- Energy: -152233.28655 eV
- Kohn-Sham gap (spin up / spin down): 6.39 / 6.39 eV
- ΔE to the lowest compared entry with this formula, charge and spin: 22.50 kcal/mol
- LUMO level (spin up / spin down): -0.982 / -0.984 eV
- F_max: 0.64 eV Å⁻¹

ORCA input file:
```
! RIJCOSX wB97M-V def2-TZVPD def2/J DEFGRID3
* xyz 0 1
W -0.30868 -0.28236 -0.03102
C -2.90678 -3.20372 1.25702
C -1.96868 -2.07714 1.54048
N -2.05860 -0.99940 0.73256
N -3.36521 -0.69232 0.39656
C -3.44258 0.43064 -0.21420
S -1.99927 1.29303 -0.62505
S -5.03928 1.14331 -0.45080
C -5.20841 0.99668 -2.25728
C -5.21394 -0.43024 -2.73028
C -4.28449 -0.86194 -3.66591
C -4.26916 -2.18602 -4.08844
C -5.18706 -3.08948 -3.57935
C -6.12680 -2.66169 -2.64846
C -6.13728 -1.34351 -2.22658
C -1.10820 -2.05057 2.67778
C -1.31042 -2.96231 3.74608
C -0.68202 -2.80670 4.95050
C 0.17751 -1.71267 5.15070
C 0.42320 -0.82962 4.13511
C -0.16559 -1.01225 2.86925
O 0.24646 -0.25291 1.88773
H -3.91428 -2.81868 1.12208
H -2.89008 -3.99702 1.99227
H -2.58208 -3.61288 0.29432
H -4.43368 1.58032 -2.75316
H -6.16642 1.48167 -2.45522
H -3.57170 -0.15108 -4.06650
H -3.54085 -2.51736 -4.81879
H -5.17479 -4.12073 -3.90708
H -6.85002 -3.36051 -2.24826
H -6.85294 -1.01778 -1.48141
H -2.00488 -3.77886 3.62820
H -0.86689 -3.50622 5.75377
H 0.66305 -1.57941 6.10894
H 1.10975 -0.00090 4.24779
O 5.05465 2.38492 0.42112
C 5.25188 1.12097 0.09104
O 6.34965 0.65328 -0.08408
C 4.04241 0.26799 -0.08375
C 4.07220 -1.06447 -0.46134
N 2.80682 -1.47317 -0.59172
N 1.94606 -0.49044 -0.32335
C 2.67722 0.57136 -0.01358
C 1.88882 1.81067 0.23814
O 2.45108 2.86234 0.52379
O 0.63286 1.63682 0.05251
H 4.08735 2.62277 0.50332
H 4.91145 -1.71441 -0.64233
H 2.43605 -2.38309 -0.85577
C 4.29719 -0.48959 -4.74342
C 3.88202 0.52608 -3.68822
N 3.32712 1.74060 -4.27727
C 4.28058 2.79566 -4.62557
C 4.41361 3.81001 -3.50000
C 2.04766 1.87054 -4.70680
O 1.66380 2.77676 -5.42717
C 1.03714 0.87688 -4.20047
C 0.17200 0.23607 -5.07106
C -0.81595 -0.57323 -4.53619
C -0.91115 -0.71561 -3.16586
N -0.08304 -0.09182 -2.31570
C 0.85372 0.70103 -2.84159
H 4.77270 -1.35470 -4.27944
H 5.00231 -0.04990 -5.44971
H 3.42572 -0.83613 -5.30216
H 4.74149 0.82554 -3.08573
H 3.16861 0.07425 -3.00060
H 3.93626 3.27453 -5.53928
H 5.24126 2.32110 -4.83527
H 3.45397 4.29173 -3.31128
H 5.13886 4.58047 -3.76340
H 4.74946 3.33556 -2.57603
H 0.26436 0.38910 -6.13840
H -1.51533 -1.09253 -5.17626
H -1.67631 -1.33572 -2.71975
H 1.47618 1.24399 -2.14940
C 3.24137 -7.79676 0.72767
C 2.43639 -6.57409 0.38129
C 1.60735 -6.54413 -0.73212
C 0.86361 -5.42337 -1.07430
C 0.00624 -5.48750 -2.30979
C 0.93557 -4.27105 -0.26375
Se -0.07340 -2.76389 -1.00365
C 1.74700 -4.28990 0.87840
C 1.85104 -3.16106 1.86344
C 2.48850 -5.43678 1.16581
H 3.12362 -8.57232 -0.02809
H 2.92917 -8.21254 1.68729
H 4.30340 -7.55898 0.80546
H 1.54064 -7.42235 -1.36535
H 0.08386 -6.47088 -2.77222
H 0.30370 -4.73420 -3.04139
H -1.04230 -5.29698 -2.07280
H 1.47178 -2.22990 1.46118
H 2.88683 -3.00719 2.17227
H 1.27716 -3.39601 2.76170
H 3.11789 -5.42663 2.05064
*
```

=====

Formula: C40H43BaF5GeIN5O
Source: OMol25
Level of theory: ωB97M-V/def2-TZVPD

Properties
- Energy: -130566.34724 eV
- Kohn-Sham gap (spin up / spin down): 3.75 / 2.21 eV
- LUMO level (spin up / spin down): 2.886 / 2.904 eV
- F_max: 0.98 eV Å⁻¹

ORCA input file:
```
! RIJCOSX wB97M-V def2-TZVPD def2/J DEFGRID3
* xyz -2 1
Ba -1.60002 1.15973 -1.05613
N -2.76817 3.91675 0.19356
C -3.51089 3.57034 1.41057
C -4.91897 3.05630 1.10810
C -4.99066 1.55849 0.81514
N -4.64078 1.25421 -0.57525
H -1.77934 3.99116 0.41945
H -3.04751 4.81677 -0.17725
H -3.58414 4.42176 2.10246
H -2.93119 2.78616 1.90865
H -5.33186 3.60586 0.25218
H -5.56025 3.27497 1.96778
H -5.99266 1.18714 1.07245
H -4.27471 1.03557 1.45375
H -5.37044 1.56117 -1.20831
H -4.56488 0.24072 -0.68219
I -0.04047 5.09415 -2.18490
C 0.26628 2.96549 -2.65396
H 1.34805 2.88833 -2.48978
H 0.15148 2.96359 -3.74575
N -3.92562 -1.63615 -0.72817
C -3.68360 -2.77459 -0.82659
C -3.39667 -4.13621 -0.93566
C -4.36278 -5.13450 -0.57734
C -4.05789 -6.46586 -0.68353
C -2.79668 -6.90140 -1.14479
C -1.84530 -5.92306 -1.50983
C -2.12073 -4.58509 -1.41478
H -5.33704 -4.82072 -0.22240
H -4.80856 -7.20076 -0.40938
H -2.56851 -7.95614 -1.22641
H -0.87542 -6.23503 -1.88455
H -1.38621 -3.84920 -1.72042
F 2.44321 -1.09045 -7.70656
C 1.29593 -1.20035 -6.99177
C 1.25734 -1.89363 -5.79844
F 2.40772 -2.46193 -5.32425
C 0.09648 -1.99954 -5.06540
F 0.11364 -2.79472 -3.96302
C -1.12359 -1.32285 -5.38693
O -2.13253 -1.32154 -4.65203
C -1.03220 -0.66302 -6.66079
F -2.12996 -0.04223 -7.13528
C 0.11477 -0.60381 -7.41771
F 0.11166 0.05031 -8.59652
C -1.11582 1.04350 1.61227
Ge 0.53598 0.97903 2.48582
C 0.29195 0.61099 4.46476
C -0.74065 1.29763 5.10762
C -0.92969 1.21387 6.48020
C -0.08761 0.42268 7.25366
C 0.93231 -0.28650 6.63589
C 1.11670 -0.18551 5.25935
C 1.44895 2.76359 2.56828
C 2.01922 3.28573 3.72975
C 2.52462 4.58173 3.76861
C 2.47540 5.38630 2.63820
C 1.91627 4.88691 1.46757
C 1.40748 3.59508 1.44418
C 2.18258 -0.22978 2.20071
C 1.99977 -1.60852 2.03229
C 3.05113 -2.46099 1.71441
C 4.33329 -1.94701 1.53899
C 4.54017 -0.57951 1.67950
C 3.47536 0.26253 1.99471
H -1.40511 1.90292 4.49776
H -1.73220 1.77011 6.95341
H -0.22564 0.36130 8.32765
H 1.59160 -0.91268 7.22839
H 1.93078 -0.73846 4.80012
H 2.06820 2.67167 4.62381
H 2.95345 4.96651 4.68836
H 2.85993 6.39975 2.67073
H 1.86614 5.49993 0.57503
H 0.95163 3.22619 0.52708
H 1.00242 -2.02235 2.16220
H 2.87682 -3.52736 1.61317
H 5.16221 -2.60618 1.30476
H 5.53852 -0.17190 1.55179
H 3.65802 1.32645 2.11375
N 3.32573 -1.40940 -2.53639
C 3.79299 -0.30437 -1.63182
C 2.63025 0.65166 -1.37710
N 1.44319 -0.02001 -0.90616
C 1.04986 -1.12280 -1.75833
C 2.16253 -2.14431 -1.92911
H 4.08632 -2.05360 -2.75203
H 3.00601 -1.02393 -3.43089
H 4.63948 0.19234 -2.10624
H 4.11244 -0.77471 -0.69797
H 2.38500 1.18351 -2.30197
H 2.94487 1.39431 -0.64318
H 1.50257 -0.29826 0.06926
H 0.78157 -0.72721 -2.74720
H 0.16760 -1.62522 -1.35656
H 1.88332 -2.95602 -2.59456
H 2.49577 -2.52582 -0.96251
*
```

=====

Formula: C40H43BrF22N2O11P2S
Source: OMol25
Level of theory: ωB97M-V/def2-TZVPD

Properties
- Energy: -226919.04405 eV
- Kohn-Sham gap: 7.79 eV
- LUMO level: 0.216 eV
- F_max: 3.94 eV Å⁻¹

ORCA input file:
```
! RIJCOSX wB97M-V def2-TZVPD def2/J DEFGRID3
* xyz 0 1
C -2.23893 1.86326 -3.26500
C -1.07703 2.12968 -3.00826
C 0.42431 2.14291 -2.89025
C 0.88875 2.08818 -1.35529
O 0.14919 3.13158 -0.79434
O 0.53976 0.78378 -0.98220
C 0.57457 0.31346 0.34432
P -1.13815 0.62471 1.17811
C -1.19742 -0.18567 2.86389
O -1.38417 2.23158 1.55755
C 0.59538 -1.33777 0.09706
N 0.89828 -2.06431 1.29495
Br -1.35507 -1.81099 -0.22275
N 1.43160 -1.57462 -1.07976
C 0.86545 -2.25834 -2.24504
C 0.10047 -1.32583 -3.26422
C -0.77083 -2.15608 -4.26818
F -0.75139 -1.55605 -5.49548
F -0.15206 -3.39359 -4.44376
C -2.21362 -2.48081 -3.75565
F -2.09933 -3.49700 -2.85119
F -2.84522 -1.39492 -3.23353
C -3.17789 -2.99825 -4.90204
F -2.55009 -3.89667 -5.71015
F -3.48876 -1.88655 -5.63396
C -4.47331 -3.70187 -4.35859
F -4.26211 -5.05723 -4.27975
F -4.84542 -3.30217 -3.11798
C -5.70603 -3.51312 -5.30282
F -5.38227 -3.64350 -6.62343
F -6.20165 -2.25001 -5.15457
C -6.90845 -4.50596 -5.03838
F -8.05431 -3.80440 -5.26968
F -6.98385 -4.96136 -3.77521
F -6.93521 -5.55148 -5.88154
C 2.76208 -2.11861 -0.81365
C 2.92042 -3.64564 -0.61648
C 1.91959 -4.60891 -0.34503
C 2.25142 -5.97500 -0.15199
C 3.57792 -6.43786 -0.23556
C 4.60468 -5.50297 -0.54433
C 4.26032 -4.14575 -0.71534
P 1.90189 0.90718 1.50962
O 1.91169 0.13080 2.97655
O 3.44587 0.66872 0.94437
S 1.79633 2.79379 1.97119
C 2.41755 2.36586 -1.50164
C 3.17653 1.31546 -2.11905
C 4.57548 1.44278 -2.26474
C 5.26324 2.59634 -1.80428
C 4.52554 3.64636 -1.21294
C 3.11856 3.50213 -1.06929
H -3.24542 1.71896 -3.64566
H 0.77221 3.10672 -3.32370
H 0.92164 1.35186 -3.48221
H 0.70467 3.82092 -0.40742
H -1.04776 -1.27680 2.82351
H -2.25532 -0.03488 3.19055
H -0.58261 0.33181 3.62814
H -2.22826 2.50629 1.17142
H 0.54663 -3.01107 1.31493
H 1.83756 -1.95897 1.64899
H 0.31116 -3.20093 -2.04704
H 1.73443 -2.60613 -2.85200
H 0.85676 -0.82498 -3.89848
H -0.59695 -0.62763 -2.76601
H 3.40879 -1.84259 -1.67926
H 3.26046 -1.64021 0.06185
H 0.86817 -4.29102 -0.29202
H 1.43965 -6.68013 0.07846
H 3.83949 -7.49151 -0.06866
H 5.65844 -5.79244 -0.65476
H 5.08050 -3.44076 -0.95293
H 2.60650 -0.54958 2.95559
H 3.93444 1.49327 1.12099
H 2.65763 0.39951 -2.45134
H 5.12729 0.60193 -2.71372
H 6.35851 2.68754 -1.88982
H 5.00587 4.55932 -0.82368
H 2.57459 4.32277 -0.57746
C -0.94387 4.61249 7.84947
C 0.40016 3.93385 7.68756
O 0.29359 2.51663 7.91091
C -0.16450 1.79799 6.88494
O -0.48682 2.24061 5.82314
C -0.17826 0.31239 7.25182
F -0.70193 0.09628 8.46999
F 1.06343 -0.20354 7.26789
F -0.89169 -0.41540 6.38728
H -1.37121 4.37743 8.82005
H -0.84542 5.69186 7.75658
H -1.65225 4.26479 7.09586
H 1.09580 4.31191 8.43673
H 0.83906 4.13582 6.70923
C -0.39944 -3.94976 -8.11441
C -0.22340 -5.44390 -7.94771
O 0.42075 -6.02092 -9.09840
C 1.74660 -5.89704 -9.14994
O 2.42236 -5.35003 -8.32779
C 2.29016 -6.59630 -10.40045
F 1.57497 -6.29725 -11.49681
F 2.25942 -7.93280 -10.26281
F 3.55637 -6.25443 -10.65386
H -0.93397 -3.72796 -9.04024
H -0.95454 -3.53449 -7.27775
H 0.56499 -3.44339 -8.17309
H -1.19901 -5.92311 -7.86953
H 0.32866 -5.68526 -7.03820
C -2.99826 11.11767 10.65610
C -1.65695 10.43147 10.50126
O -1.77317 9.01526 10.72589
C -2.23075 8.29647 9.70090
O -2.54671 8.73648 8.63442
C -2.25507 6.81098 10.07221
F -2.78327 6.59579 11.28652
F -1.01464 6.28451 10.09567
F -2.97517 6.08097 9.20914
H -3.43435 10.88846 11.62993
H -2.88900 12.19828 10.56207
H -3.70515 10.77509 9.89961
H -0.96272 10.80518 11.25316
H -1.21316 10.62918 9.52462
*
```

=====

- energy of number 1 (C40H42N6O6S2SeW)?
  -152233.28655 eV